[1]
3 unconnected molecules or ions with the total composition C23H47BFIN3O10. Source: the Open Molecules 2025 dataset; level of theory: wB97M-V/def2-TZVPD.

The calculation puts the frontier orbital gap at 4.6 eV. Its total charge is +1. The value obtained for the lowest unoccupied orbital energy is -5.664 eV.

CARTESIAN COORDINATES (ANGSTROEM)
1 H 4.472 -2.964 -0.794
2 C 3.661 -3.683 -2.660
3 H 3.929 -2.773 -3.210
4 H 2.574 3.477 -1.813
5 O -3.435 1.655 -0.123
6 H -1.243 3.494 1.296
7 H -3.514 1.880 3.131
8 H -1.516 0.548 4.482
9 C 4.547 -5.949 -2.434
10 H -3.205 5.661 -0.748
11 H 2.040 3.628 -3.616
12 C 1.689 3.849 -2.523
13 O -0.503 3.803 -4.143
14 H -1.020 -0.947 7.126
15 H 3.184 -3.802 1.547
16 C 0.828 1.631 -2.465
17 C -0.361 4.228 1.537
18 H -3.857 -1.984 2.761
19 H 0.747 0.301 -0.503
20 C -3.422 0.939 2.583
21 O 2.142 -6.251 -2.720
22 H 1.580 1.519 -3.352
23 H -2.790 -2.241 5.033
24 H 0.037 0.161 5.171
25 C -3.006 -1.359 3.046
26 H -1.944 5.596 -2.631
27 H -0.100 0.957 -2.713
28 C -3.377 -1.348 7.564
29 H 4.450 -5.944 -1.349
30 O -0.944 -1.458 4.462
31 H 4.689 -4.418 0.781
32 H 2.063 5.740 -1.305
33 H 3.476 -7.791 -2.765
34 C -0.970 5.121 -2.134
35 O -2.610 5.289 -0.017
36 C -1.564 -0.204 6.535
37 C -1.003 -0.180 5.109
38 H 0.617 3.586 1.601
39 H -3.112 3.585 -2.138
40 I -0.118 7.226 -4.162
41 H -3.450 -0.806 8.509
42 C 1.223 -6.177 -3.807
43 C 3.422 -6.751 -3.100
44 B -1.190 5.211 -0.510
45 H -4.227 0.874 1.850
46 H 0.789 -7.159 -3.999
47 C 3.506 -3.300 -1.184
48 H 1.697 -5.782 -4.711
49 C -0.811 3.556 -2.723
50 H -2.691 -2.197 7.662
51 H -4.362 -1.743 7.301
52 C 1.552 0.906 -1.143
53 H -2.998 -0.330 -0.057
54 H -0.554 4.672 2.611
55 C 1.560 5.458 -2.350
56 H -2.366 -1.206 2.164
57 H -1.005 1.792 -0.311
58 C -3.007 0.350 -1.028
59 H -1.424 0.781 6.996
60 H 2.247 5.999 -3.163
61 O -2.963 -0.468 6.532
62 H 0.147 6.785 -1.681
63 C -2.206 2.845 -2.380
64 N 0.453 3.043 -2.094
65 O -0.129 5.270 0.517
66 F 2.613 -0.044 -1.565
67 C 3.601 -4.530 0.848
68 H 2.063 1.703 -0.429
69 N -1.137 1.643 -5.706
70 H 3.556 -6.720 -4.192
71 C -2.198 -2.075 4.135
72 O 4.717 -4.614 -2.933
73 C -0.912 2.778 -5.073
74 N 0.174 6.041 -2.447
75 H 3.391 -5.539 1.215
76 H 5.490 -6.463 -2.648
77 H 2.722 -4.025 -3.092
78 O 2.989 -4.386 -0.423
79 C -2.101 1.829 -0.922
80 H -3.942 0.373 -1.763
81 O -3.532 -0.124 3.527
82 H -2.447 0.937 2.087
83 H 0.426 -5.485 -3.522
84 H -1.943 -3.070 3.755
85 H 2.788 -2.476 -1.098
86 H -2.640 2.045 -3.103

***

[2]
C5H5NS in the gas phase. Source: the Open Molecules 2025 dataset; level of theory: wB97M-V/def2-TZVPD.

The calculation puts the energy relative to the best compared isomer or geometry (same formula, charge and spin) at 512.2 kJ/mol. Its SMILES is C#C[C@@H]1CN1C=S. The calculation puts the frontier orbital gap at 8.8 eV. The value obtained for the lowest unoccupied orbital energy is -0.197 eV.

CARTESIAN COORDINATES (ANGSTROEM)
1 C 1.714 -0.729 -0.098
2 H -0.097 2.042 -0.931
3 C -2.891 -0.651 -0.283
4 C -0.358 0.157 0.356
5 H 1.649 -1.836 0.025
6 N 0.574 -0.113 -0.634
7 S 3.243 -0.278 -0.091
8 H -3.789 -1.200 -0.341
9 C -1.868 -0.060 0.116
10 C 0.535 1.360 -0.172
11 H 0.064 -0.458 1.344
12 H 1.226 1.766 0.709

***

[3]
2 unconnected molecules or ions with the total composition C21H36Br2N6O4P. Source: the Open Molecules 2025 dataset; level of theory: wB97M-V/def2-TZVPD.

The calculation puts the frontier orbital gap at 9.2 eV. Its total charge is +1. The value obtained for the lowest unoccupied orbital energy is -2.840 eV.

CARTESIAN COORDINATES (ANGSTROEM)
1 H -0.961 -2.671 0.723
2 H -1.531 0.893 -0.915
3 C -2.299 -3.134 -4.717
4 C -3.548 -3.715 -4.845
5 C -1.040 1.852 4.002
6 C -1.848 -2.169 -5.599
7 C -1.054 0.836 -1.894
8 N 1.944 0.454 2.257
9 N 0.356 0.007 4.021
10 H 0.090 6.049 5.091
11 C -3.924 -2.359 -6.793
12 H 3.371 2.392 1.445
13 H -4.561 -2.059 -7.614
14 C -4.363 -3.321 -5.892
15 H 0.125 -2.218 -0.632
16 N 3.007 2.484 3.833
17 H 2.433 -0.376 -3.099
18 H 0.182 3.212 6.053
19 C -1.048 3.362 4.238
20 H -1.430 5.428 5.733
21 C 2.195 -2.981 0.901
22 O 3.262 -0.067 0.276
23 C 0.368 1.423 -1.737
24 C 1.311 0.275 -1.316
25 C 2.654 0.753 -0.782
26 H 1.131 3.190 -0.718
27 N -1.425 -3.563 -3.619
28 H 0.742 -0.334 -0.612
29 O -0.339 -3.023 -3.509
30 H -0.947 3.883 3.290
31 H -1.652 1.415 -2.587
32 H -0.180 -0.722 4.472
33 O 0.221 1.286 4.476
34 C 0.255 2.542 -0.700
35 H 3.031 1.673 4.440
36 O -1.828 -4.431 -2.876
37 H 3.378 0.704 -1.585
38 H -1.840 1.360 4.547
39 C -0.353 5.275 5.711
40 H -0.768 -3.702 -0.653
41 H 1.206 -4.568 -0.040
42 H 0.010 5.444 6.720
43 H 0.702 -0.496 -3.269
44 H -2.329 -1.034 -7.346
45 P 2.412 2.148 2.441
46 H 2.773 -3.542 1.628
47 H 0.093 2.105 0.281
48 C -0.230 -3.023 0.003
49 C -2.669 -1.783 -6.644
50 H 0.661 1.839 -2.697
51 N 2.421 -0.417 1.263
52 H -5.341 -3.767 -6.009
53 H -1.042 -0.219 -2.153
54 H -3.884 -4.465 -4.145
55 Br 3.246 -2.982 -0.727
56 C 1.118 -0.335 2.993
57 H -2.009 3.609 4.676
58 H -0.576 3.182 -0.979
59 H -1.118 1.621 2.940
60 H 2.658 1.788 -0.459
61 H 1.263 2.924 2.202
62 C 0.905 -3.796 0.653
63 H 0.955 3.994 4.655
64 Br 0.348 -4.754 2.247
65 C 1.948 -1.637 1.529
66 C 0.031 3.873 5.210
67 H -0.871 -1.725 -5.481
68 H 1.551 -1.667 -2.318
69 C 1.516 -0.612 -2.563
70 N 1.131 -1.608 2.575

***

[4]
A gas-phase ion, C5H12N5 (charge +1). Source: the Open Molecules 2025 dataset; level of theory: wB97M-V/def2-TZVPD.

The calculation puts the energy relative to the best compared isomer or geometry (same formula, charge and spin) at 617.1 kJ/mol. Its SMILES is C/N=C1/CC=N[N@@H+](NC)N1. The calculation puts the frontier orbital gap at 10.4 eV. Its total charge is +1. The value obtained for the lowest unoccupied orbital energy is -3.482 eV.

CARTESIAN COORDINATES (ANGSTROEM)
1 H -1.036 0.390 -1.909
2 H 1.620 0.488 -0.664
3 H -1.112 2.837 1.137
4 H -0.057 -3.518 0.959
5 C -1.092 0.578 1.773
6 H -0.475 0.552 2.577
7 C -0.983 1.720 0.887
8 N -0.936 -0.737 -0.299
9 N -0.048 -1.478 1.856
10 N -0.729 1.690 -0.387
11 N 0.956 0.347 -1.414
12 H 2.206 1.387 -2.755
13 C 0.567 -2.678 1.427
14 C 1.063 1.386 -2.405
15 H 1.173 -3.054 2.232
16 H -2.043 0.564 2.210
17 H 1.259 -2.428 0.629
18 N -0.502 0.389 -1.010
19 C -0.666 -0.681 1.122
20 H -0.502 -1.537 -0.674
21 H 0.364 1.406 -3.379
22 H 0.972 2.376 -1.911

***

[5]
A molecular structure, C26H16ClF9NO5PSV. Source: the Open Molecules 2025 dataset; level of theory: wB97M-V/def2-TZVPD.

The calculation puts the energy relative to the best compared isomer or geometry (same formula, charge and spin) at 0.0 kJ/mol. The calculation puts the frontier orbital gap (alpha / beta) at 6.0 / 7.2 eV. As for the multiplicity: 2. Its total charge is +2. The value obtained for the lowest unoccupied orbital energy (alpha / beta) is -9.465 / -8.234 eV.

CARTESIAN COORDINATES (ANGSTROEM)
1 H -0.292 -2.793 4.710
2 C -2.999 0.611 -1.367
3 F -6.579 -2.595 -2.080
4 F -5.609 -2.641 -4.016
5 C 0.135 -1.655 1.065
6 O 2.541 3.670 -1.754
7 S 0.439 -0.919 -0.477
8 C -6.065 -1.832 -3.059
9 H 0.141 -0.371 4.126
10 C -1.757 6.791 -4.070
11 H -0.146 -3.698 0.502
12 H -3.311 0.250 1.293
13 C -3.637 -1.272 -2.707
14 H -6.372 0.400 -1.598
15 H -3.371 -2.124 -3.317
16 C 0.050 -1.167 3.401
17 H -3.382 0.423 3.752
18 O 3.071 2.164 0.027
19 C -2.499 5.531 -2.034
20 C -1.788 3.271 -1.652
21 C -2.644 -0.484 -2.139
22 C -2.162 2.065 1.050
23 Cl 2.143 2.693 -0.865
24 H -1.144 4.071 3.597
25 F -2.027 3.444 5.827
26 C -1.101 3.267 -2.866
27 O 1.497 1.510 -1.566
28 C -4.966 -0.956 -2.495
29 H -0.566 2.388 -3.206
30 V 0.409 1.192 0.125
31 C -0.266 -3.402 2.631
32 N 0.188 -0.799 2.111
33 C -0.185 -2.486 3.680
34 C -1.595 3.231 3.086
35 C -2.850 1.165 3.170
36 P -1.809 1.765 -0.688
37 H -3.052 6.408 -1.729
38 C -1.801 5.529 -3.232
39 O 0.434 0.490 1.829
40 F -3.184 1.619 5.874
41 F -1.026 1.526 5.692
42 F -1.596 6.507 -5.365
43 C -1.567 3.154 1.700
44 H -4.630 1.821 -0.601
45 H -0.584 4.414 -4.602
46 C -2.815 1.073 1.792
47 C -0.102 -2.994 1.321
48 F -7.054 -1.092 -3.564
49 C -2.139 2.227 5.321
50 C -2.212 2.225 3.809
51 C -4.346 0.949 -1.179
52 H -0.447 -4.449 2.839
53 F -0.726 7.556 -3.681
54 H -3.053 4.399 -0.308
55 C -5.328 0.155 -1.739
56 O 0.933 3.107 -0.036
57 C -2.494 4.398 -1.236
58 F -2.878 7.503 -3.931
59 H -1.606 -0.732 -2.319
60 C -1.108 4.403 -3.656
61 H -1.100 3.952 1.134

***

[6]
A gas-phase ion, C3H9N2 (charge +1). Source: the Open Molecules 2025 dataset; level of theory: wB97M-V/def2-TZVPD.

The calculation puts the energy relative to the best compared isomer or geometry (same formula, charge and spin) at 249.4 kJ/mol. Its SMILES is [H]/N=C(/C)C[NH3+]. The calculation puts the frontier orbital gap at 10.0 eV. Its total charge is +1. The value obtained for the lowest unoccupied orbital energy is -3.915 eV.

CARTESIAN COORDINATES (ANGSTROEM)
1 N 1.850 -1.052 0.121
2 H -2.166 -0.789 -1.096
3 H 0.296 1.893 0.076
4 H -1.918 0.751 -0.518
5 H 1.842 1.583 -0.555
6 H -1.208 -0.324 1.483
7 C 1.125 1.292 0.130
8 H -0.866 -1.782 0.333
9 N -1.525 -0.127 -0.637
10 C 0.986 -0.193 0.224
11 H 1.638 -2.067 0.247
12 H 1.524 1.454 1.097
13 C -0.720 -0.734 0.508
14 H -0.859 0.094 -1.414